This record from the Open Molecules 2025 dataset describes C29H38GeNO7RuSSe as an isolated structure at a distorted geometry. The level of theory is ωB97M-V/def2-TZVPD.

Computed properties:
Highest occupied orbital energy (alpha / beta)   -10.17 / -10.12 eV
Total charge   +1
⟨S²⟩   6.064
DFT total energy   -6680.4537 Ha
Kohn-Sham gap (alpha / beta)   7.0 / 4.0 eV
Multiplicity   5
Energy relative to the best compared isomer or geometry (same formula, charge and spin)   26.5 kcal/mol

Structure (XYZ):
```
79
C29H38GeNO7RuSSe | the Open Molecules 2025 dataset | ωB97M-V/def2-TZVPD
Ru -0.892 0.143 0.172
C 1.139 3.707 0.411
C 1.147 2.206 0.530
O 0.674 1.540 -0.421
C 1.708 1.610 1.728
C 2.660 2.333 2.469
C 3.209 1.836 3.622
C 2.794 0.584 4.094
C 1.866 -0.149 3.404
C 1.290 0.322 2.195
O 0.417 -0.442 1.611
H 0.419 3.991 -0.353
H 2.124 4.067 0.107
H 0.873 4.164 1.361
H 2.986 3.299 2.108
H 3.953 2.406 4.160
H 3.206 0.192 5.014
H 1.540 -1.119 3.755
C -2.578 1.184 -6.561
C -2.088 -0.216 -6.324
C -2.243 -1.175 -7.322
C -1.770 -2.470 -7.158
C -1.163 -2.830 -5.978
C -1.047 -1.897 -4.935
N -0.444 -2.247 -3.737
C -0.426 -3.417 -3.042
C -1.076 -4.588 -3.482
C -0.898 -5.776 -2.811
C -0.055 -5.845 -1.703
C 0.518 -4.682 -1.200
C 0.305 -3.464 -1.814
C 0.639 -2.240 -0.984
O 1.569 -2.191 -0.229
O -0.292 -1.306 -1.141
C -1.479 -0.561 -5.115
C -1.332 0.506 -4.065
H -3.063 1.261 -7.531
H -1.749 1.895 -6.538
H -3.294 1.493 -5.797
H -2.717 -0.892 -8.253
H -1.862 -3.190 -7.960
H -0.714 -3.807 -5.879
H -0.047 -1.468 -3.221
H -1.746 -4.547 -4.327
H -1.420 -6.658 -3.154
H 0.114 -6.791 -1.207
H 1.109 -4.691 -0.293
H -0.697 1.309 -4.445
H -2.308 0.945 -3.847
H -0.912 0.168 -3.123
C -3.918 2.289 0.792
S -2.776 1.457 1.885
O -2.946 0.015 1.653
O -2.987 1.903 3.220
O -1.430 1.812 1.314
H -4.925 1.952 1.023
H -3.634 2.035 -0.228
H -3.822 3.358 0.966
C -7.735 -1.766 -1.213
Ge -5.878 -2.036 -1.803
C -5.501 -1.277 -3.578
C -5.305 -3.918 -1.741
C -4.776 -0.919 -0.547
Se -2.887 -1.165 -0.890
C -2.645 -2.630 0.354
H -8.428 -2.290 -1.871
H -7.984 -0.705 -1.227
H -7.873 -2.142 -0.200
H -6.035 -1.811 -4.365
H -4.431 -1.345 -3.777
H -5.799 -0.229 -3.618
H -5.861 -4.489 -2.485
H -5.491 -4.363 -0.765
H -4.242 -3.995 -1.976
H -4.964 -1.127 0.505
H -5.031 0.123 -0.743
H -3.081 -3.537 -0.057
H -3.131 -2.340 1.281
H -1.584 -2.767 0.538
```

Here are the Löwdin charges for atoms 1 to 5, given in e:
1. Ru 1.39
2. C 0.00
3. C -0.37
4. O -0.08
5. C -0.10